C37H42F5NO4P | the ωB97M-V functional and the def2-TZVPD basis

Geometry as ORCA input:
```
! RIJCOSX wB97M-V def2-TZVPD def2/J DEFGRID3
* xyz -1 1
C 6.494 -1.451 -2.792
O 5.284 -0.801 -3.095
C 5.346 0.146 -4.142
C 5.450 1.564 -3.624
C 4.235 2.067 -2.847
C 2.877 1.896 -3.540
C 1.829 1.409 -2.536
C 0.436 1.445 -3.158
N 0.289 0.424 -4.189
P -0.702 -0.759 -3.892
O -0.062 -2.088 -4.098
O -2.016 -0.743 -4.895
O -1.292 -0.776 -2.357
H 6.280 -2.508 -2.656
H 7.241 -1.372 -3.580
H 6.920 -1.081 -1.858
H 6.195 -0.018 -4.807
H 4.471 -0.007 -4.763
H 6.287 1.549 -2.921
H 5.757 2.252 -4.404
H 4.206 1.680 -1.838
H 4.380 3.141 -2.726
H 2.880 1.155 -4.331
H 2.496 2.825 -3.954
H 2.085 0.413 -2.188
H 1.843 2.117 -1.699
H -0.331 1.463 -2.381
H 0.378 2.429 -3.649
H -2.780 -0.941 -4.328
H -0.874 -1.516 -1.895
F -8.258 0.023 -1.584
C -7.022 -0.475 -1.813
C -6.817 -1.279 -2.915
C -5.545 -1.784 -3.148
C -4.506 -1.487 -2.277
C -4.735 -0.680 -1.174
C -6.001 -0.163 -0.938
H -7.643 -1.503 -3.577
H -5.365 -2.410 -4.012
H -3.514 -1.879 -2.457
H -3.924 -0.452 -0.497
H -6.198 0.476 -0.087
F 3.448 -4.544 -9.949
C 2.710 -4.221 -8.854
C 2.772 -5.033 -7.741
C 2.019 -4.695 -6.623
C 1.212 -3.565 -6.632
C 1.165 -2.766 -7.766
C 1.921 -3.090 -8.885
H 3.401 -5.914 -7.754
H 2.062 -5.318 -5.739
H 0.623 -3.301 -5.759
H 0.537 -1.886 -7.774
H 1.903 -2.473 -9.775
F -0.751 -1.217 0.725
C -1.479 -0.922 1.812
C -1.383 -1.736 2.924
C -2.132 -1.425 4.049
C -2.967 -0.317 4.046
C -3.053 0.488 2.918
C -2.301 0.188 1.791
H -0.730 -2.598 2.902
H -2.062 -2.049 4.930
H -3.552 -0.079 4.925
H -3.706 1.350 2.915
H -2.345 0.806 0.903
F -1.364 2.727 5.561
C -0.127 2.233 5.323
C 0.079 1.434 4.218
C 1.348 0.932 3.975
C 2.392 1.226 4.842
C 2.165 2.027 5.951
C 0.899 2.540 6.196
H -0.746 1.209 3.557
H 1.521 0.311 3.107
H 3.381 0.830 4.651
H 2.976 2.254 6.631
H 0.709 3.171 7.052
F -0.559 4.203 8.703
C -1.390 3.394 9.392
C -1.858 2.241 8.795
C -2.710 1.415 9.511
C -3.088 1.752 10.804
C -2.608 2.918 11.384
C -1.748 3.746 10.678
H -1.561 1.997 7.786
H -3.081 0.505 9.058
H -3.756 1.107 11.358
H -2.904 3.185 12.390
H -1.357 4.656 11.114
*
```

## Properties
- E_LUMO (eV) = 1.91

=====

C37H42N4P2W | the ωB97M-V functional and the def2-TZVPD basis

Geometry as ORCA input:
```
! RIJCOSX wB97M-V def2-TZVPD def2/J DEFGRID3
* xyz 2 3
W 1.403 0.275 -1.430
C 1.639 1.699 -2.900
C 0.214 1.474 -2.552
C -0.627 0.903 -3.657
C -0.179 -0.522 -3.958
C 0.618 -1.116 -2.804
C 2.057 -1.192 -2.658
C 2.894 -0.522 -3.683
C 2.384 0.935 -3.976
C 1.123 -0.975 0.423
H 1.785 2.764 -3.083
H -0.230 2.356 -2.098
H -0.486 1.543 -4.534
H -1.704 0.969 -3.461
H -1.090 -1.122 -4.085
H 0.327 -0.554 -4.934
H 0.121 -2.023 -2.474
H 2.447 -2.068 -2.136
H 2.845 -1.071 -4.640
H 3.947 -0.527 -3.372
H 3.262 1.555 -4.186
H 1.740 0.896 -4.861
H 1.736 -0.328 1.071
H 1.684 -1.893 0.227
H 0.239 -1.229 1.044
P -1.344 -1.888 -0.405
P -0.851 1.268 0.591
N -0.922 -3.442 -1.061
N -2.340 -2.358 0.847
N 2.495 1.664 -0.294
N -1.575 2.805 0.962
C -2.424 -0.680 -1.210
C -2.425 0.663 -0.438
C 0.400 -3.935 -1.161
C 0.355 -5.120 -1.832
C -1.007 -5.398 -2.141
C -1.780 -4.379 -1.651
C -1.884 -3.267 1.825
C -2.982 -3.755 2.494
C -4.151 -3.099 1.966
C -3.730 -2.213 0.999
C 3.451 0.604 -0.322
C 4.474 0.961 -1.227
C 4.166 2.227 -1.752
C 2.881 2.592 -1.281
C -1.209 4.004 0.317
C -1.244 5.025 1.242
C -1.663 4.458 2.504
C -1.915 3.133 2.294
H -3.443 -1.095 -1.298
H -2.097 -0.528 -2.249
H -2.475 1.529 -1.128
H -3.284 0.732 0.247
H 1.244 -3.359 -0.789
H 1.224 -5.717 -2.076
H -1.358 -6.268 -2.675
H -2.849 -4.192 -1.645
H -0.823 -3.453 1.929
H -2.948 -4.509 3.266
H -5.178 -3.274 2.256
H -4.279 -1.497 0.405
H 3.570 -0.100 0.498
H 5.396 0.407 -1.322
H 4.820 2.868 -2.322
H 2.379 3.551 -1.405
H -0.961 3.997 -0.739
H -0.979 6.059 1.067
H -1.696 4.961 3.471
H -2.210 2.350 2.992
C -1.039 -0.274 5.719
C -1.549 -0.746 4.501
C -1.082 -0.246 3.307
C -0.102 0.756 3.286
C 0.252 1.435 2.064
C 1.232 2.427 2.077
C 1.904 2.777 3.264
C 1.495 2.203 4.478
C 0.473 1.214 4.520
C -0.020 0.678 5.738
H -1.417 -0.640 6.667
H -2.314 -1.514 4.515
H -1.436 -0.650 2.361
H 1.487 2.974 1.166
H 2.728 3.494 3.230
H 1.975 2.506 5.411
H 0.435 1.050 6.664
*
```

## Properties
- energy above the lowest of the compared OMol25 structures with the same formula, charge and spin (kJ/mol) = 95.05
- E_LUMO (spin up / spin down) (eV) = -6.98 / -8.50

=====

C37H43AsBrN5ORe | the ωB97M-V functional and the def2-TZVPD basis

Geometry as ORCA input:
```
! RIJCOSX wB97M-V def2-TZVPD def2/J DEFGRID3
* xyz 0 2
Re -0.696 0.444 0.010
Br 3.489 -5.978 -1.538
C 3.196 -5.502 0.267
C 2.825 -6.474 1.177
C 2.620 -6.119 2.504
C 2.754 -4.799 2.919
C 3.153 -3.838 1.985
C 3.375 -4.185 0.663
N 2.463 -4.549 4.299
N 2.345 -3.352 4.713
C 1.697 -2.366 4.004
C 2.011 -1.055 4.370
C 1.607 0.049 3.628
C 0.838 -0.134 2.490
O 0.426 0.808 1.694
C 0.408 -1.447 2.155
N -0.402 -1.516 1.061
C -0.917 -2.693 0.733
C -0.701 -3.838 1.496
C 0.126 -3.777 2.592
C 0.757 -2.564 2.923
H 2.686 -7.497 0.853
H 2.316 -6.859 3.234
H 3.293 -2.810 2.292
H 3.669 -3.433 -0.059
H 2.653 -0.930 5.234
H 1.916 1.050 3.901
H -1.537 -2.716 -0.155
H -1.187 -4.764 1.220
H 0.267 -4.652 3.209
C -1.926 3.940 -1.933
C -1.682 4.270 -0.464
As -1.749 2.660 0.614
C -3.662 2.288 0.678
C -4.620 3.457 0.889
C -1.272 3.253 2.395
C -1.697 4.672 2.766
H -1.785 4.824 -2.557
H -2.941 3.570 -2.098
H -1.229 3.171 -2.274
H -2.414 4.977 -0.075
H -0.692 4.700 -0.335
H -3.783 1.532 1.455
H -3.873 1.787 -0.268
H -4.467 3.945 1.849
H -5.652 3.101 0.867
H -4.518 4.210 0.107
H -0.190 3.150 2.455
H -1.687 2.514 3.080
H -1.255 5.410 2.096
H -1.364 4.904 3.779
H -2.777 4.806 2.739
C -3.931 -1.186 -1.545
C -2.701 -0.582 -2.222
C -3.116 0.581 -3.122
C -1.978 -1.645 -3.049
N -1.796 -0.062 -1.218
H -4.649 -1.526 -2.294
H -4.412 -0.447 -0.902
H -3.647 -2.037 -0.922
H -3.756 0.219 -3.929
H -2.233 1.056 -3.553
H -3.662 1.333 -2.548
H -2.633 -2.005 -3.844
H -1.692 -2.495 -2.424
H -1.070 -1.233 -3.493
C 2.006 4.744 -2.266
C 1.787 4.457 -0.925
C 1.477 3.167 -0.515
C 1.401 2.120 -1.431
C 1.641 2.414 -2.778
C 1.930 3.707 -3.190
N 1.073 0.814 -1.002
C 1.842 -0.243 -1.516
C 1.343 -1.550 -1.604
C 2.129 -2.603 -2.061
C 3.447 -2.396 -2.438
C 3.964 -1.109 -2.338
C 3.186 -0.054 -1.888
H 2.242 5.752 -2.585
H 1.873 5.246 -0.184
H 1.336 2.940 0.535
H 1.589 1.610 -3.503
H 2.098 3.906 -4.242
H 0.323 -1.737 -1.316
H 1.698 -3.597 -2.127
H 4.055 -3.214 -2.801
H 4.999 -0.922 -2.603
H 3.623 0.932 -1.798
*
```

## Properties
- energy above the lowest of the compared OMol25 structures with the same formula, charge and spin (kJ/mol) = 110.67
- E_LUMO (spin up / spin down) (eV) = -0.65 / -0.89

=====

C37H43BrN5PReSSe | the ωB97M-V functional and the def2-TZVPD basis

Geometry as ORCA input:
```
! RIJCOSX wB97M-V def2-TZVPD def2/J DEFGRID3
* xyz 4 2
Re 0.261 1.075 0.157
C -2.951 -0.120 4.687
C -2.460 0.858 3.663
C -2.869 2.194 3.668
C -2.403 3.088 2.708
C -1.522 2.599 1.784
Br -0.835 3.654 0.359
N -1.077 1.329 1.756
C -1.559 0.468 2.685
H -4.029 -0.033 4.820
H -2.486 0.087 5.653
H -2.715 -1.145 4.408
H -3.567 2.542 4.421
H -2.724 4.121 2.684
H -1.204 -0.551 2.625
C 3.420 -2.772 1.037
C 3.031 -1.560 0.167
C 3.310 -1.844 -1.311
C 3.926 -0.398 0.604
P 1.189 -1.244 0.478
C 0.983 -1.493 2.265
C 0.476 -2.668 2.826
C 0.402 -2.816 4.205
C 0.833 -1.798 5.045
C 1.343 -0.626 4.501
C 1.414 -0.476 3.125
C 0.163 -2.494 -0.491
C 0.618 -3.962 -0.363
C -1.297 -2.420 0.004
C 0.252 -2.142 -2.007
H 4.423 -3.079 0.735
H 2.769 -3.633 0.922
H 3.459 -2.507 2.093
H 4.388 -1.962 -1.432
H 3.000 -1.021 -1.960
H 2.851 -2.763 -1.666
H 4.952 -0.770 0.616
H 3.711 -0.040 1.608
H 3.905 0.424 -0.109
H 0.152 -3.491 2.209
H 0.022 -3.739 4.622
H 0.787 -1.924 6.119
H 1.697 0.162 5.153
H 1.814 0.443 2.719
H 0.606 -4.350 0.652
H 1.606 -4.131 -0.784
H -0.085 -4.562 -0.944
H -1.419 -2.877 0.983
H -1.922 -2.986 -0.690
H -1.703 -1.409 0.065
H 0.832 -2.890 -2.542
H 0.731 -1.186 -2.232
H -0.747 -2.160 -2.456
N -0.922 0.544 -1.195
S -2.256 1.426 -1.896
C -3.315 0.128 -2.408
C -4.286 -0.223 -1.465
C -5.176 -1.237 -1.774
C -5.099 -1.870 -3.010
C -4.139 -1.496 -3.948
C -3.236 -0.489 -3.658
C -1.515 2.169 -3.311
C -2.063 3.389 -3.693
C -1.590 3.997 -4.850
C -0.586 3.391 -5.591
C -0.038 2.172 -5.187
C -0.497 1.549 -4.040
H -0.893 -0.371 -1.650
H -4.362 0.306 -0.522
H -5.944 -1.516 -1.067
H -5.810 -2.647 -3.258
H -4.113 -1.977 -4.917
H -2.525 -0.169 -4.406
H -2.860 3.849 -3.120
H -2.015 4.938 -5.174
H -0.233 3.861 -6.500
H 0.728 1.700 -5.789
H -0.096 0.585 -3.746
Se 2.686 2.295 -2.592
N 3.862 3.253 -1.730
C 3.621 3.229 -0.427
C 4.313 3.871 0.647
C 3.815 3.666 1.901
C 2.665 2.851 2.131
N 2.019 2.226 1.165
C 2.507 2.436 -0.075
N 1.838 1.829 -1.049
H 5.184 4.487 0.459
H 4.285 4.125 2.760
H 2.296 2.724 3.142
*
```

## Properties
- energy above the lowest of the compared OMol25 structures with the same formula, charge and spin (kJ/mol) = 1.36
- E_LUMO (spin up / spin down) (eV) = -13.10 / -13.33

=====

C37H43CoN8O5S5 | the ωB97M-V functional and the def2-TZVPD basis

Geometry as ORCA input:
```
! RIJCOSX wB97M-V def2-TZVPD def2/J DEFGRID3
* xyz -1 4
Co -0.629 -1.038 0.557
C -3.731 -4.436 0.299
C -3.020 -3.123 0.080
N -1.795 -2.939 0.438
N -1.192 -4.081 0.983
C 0.089 -4.055 0.916
S 1.094 -2.807 0.273
S 0.832 -5.452 1.760
C 2.110 -5.930 0.554
C 1.573 -6.737 -0.596
C 1.532 -8.126 -0.531
C 1.008 -8.873 -1.575
C 0.511 -8.237 -2.703
C 0.553 -6.852 -2.780
C 1.084 -6.106 -1.738
C -3.769 -2.061 -0.622
C -5.115 -2.283 -0.945
C -5.859 -1.417 -1.722
C -5.234 -0.283 -2.235
C -3.915 -0.028 -1.941
C -3.147 -0.875 -1.102
O -1.928 -0.522 -0.843
H -3.087 -5.137 0.813
H -4.041 -4.863 -0.656
H -4.632 -4.269 0.891
H 2.836 -6.509 1.124
H 2.592 -5.013 0.212
H 1.907 -8.626 0.355
H 0.984 -9.954 -1.506
H 0.092 -8.817 -3.516
H 0.165 -6.345 -3.655
H 1.104 -5.025 -1.792
H -5.598 -3.178 -0.580
H -6.898 -1.626 -1.938
H -5.784 0.406 -2.864
H -3.422 0.854 -2.335
S -0.720 -1.604 3.146
C 0.661 -0.654 3.044
N 0.990 0.071 1.989
C 2.125 0.829 2.229
C 2.702 1.774 1.374
C 3.846 2.452 1.766
C 4.430 2.232 3.011
C 3.857 1.323 3.887
C 2.716 0.641 3.495
S 1.784 -0.511 4.390
H 2.269 1.963 0.404
H 4.303 3.157 1.081
H 5.327 2.766 3.293
H 4.291 1.147 4.862
C 0.267 1.338 -1.245
C 1.070 2.225 -2.224
N 1.884 1.394 -3.114
C 2.839 0.647 -2.293
C 2.092 -0.254 -1.278
N 0.644 -0.073 -1.415
C 0.270 -0.477 -2.769
C 1.003 0.435 -3.795
H -0.803 1.405 -1.433
H 0.414 1.625 -0.203
H 1.744 2.902 -1.693
H 0.405 2.843 -2.830
H 3.489 1.367 -1.786
H 3.468 0.053 -2.960
H 2.380 -0.052 -0.250
H 2.305 -1.308 -1.457
H -0.812 -0.404 -2.854
H 0.544 -1.528 -2.891
H 0.289 1.005 -4.394
H 1.614 -0.153 -4.483
C 2.538 6.212 -0.951
C 2.165 5.592 0.389
S 0.416 5.720 0.649
O -0.246 4.884 -0.323
O 0.067 7.117 0.752
C 0.190 5.001 2.260
C -1.290 4.801 2.561
N -1.827 3.587 1.976
C -1.501 2.328 2.386
N -1.907 1.402 1.540
C -2.560 2.071 0.547
C -2.487 3.409 0.776
N -3.065 4.453 -0.008
O -3.144 5.573 0.487
O -3.475 4.148 -1.113
C -0.832 2.065 3.688
H 3.608 6.092 -1.119
H 2.298 7.273 -0.968
H 2.007 5.722 -1.764
H 2.648 6.098 1.225
H 2.397 4.528 0.431
H 0.608 5.727 2.959
H 0.761 4.073 2.312
H -1.873 5.645 2.201
H -1.422 4.738 3.641
H -3.032 1.577 -0.278
H -1.186 2.754 4.454
H 0.254 2.150 3.620
H -1.070 1.047 3.988
*
```

## Properties
- energy above the lowest of the compared OMol25 structures with the same formula, charge and spin (kJ/mol) = 0.00
- E_LUMO (spin up / spin down) (eV) = 1.88 / 1.88

=====

Which formula does entry 5 have?
C37H43CoN8O5S5

=====

Which formula does entry 3 have?
C37H43AsBrN5ORe

=====

Repeat the first record exactly.
C37H42F5NO4P | the ωB97M-V functional and the def2-TZVPD basis

Geometry as ORCA input:
```
! RIJCOSX wB97M-V def2-TZVPD def2/J DEFGRID3
* xyz -1 1
C 6.494 -1.451 -2.792
O 5.284 -0.801 -3.095
C 5.346 0.146 -4.142
C 5.450 1.564 -3.624
C 4.235 2.067 -2.847
C 2.877 1.896 -3.540
C 1.829 1.409 -2.536
C 0.436 1.445 -3.158
N 0.289 0.424 -4.189
P -0.702 -0.759 -3.892
O -0.062 -2.088 -4.098
O -2.016 -0.743 -4.895
O -1.292 -0.776 -2.357
H 6.280 -2.508 -2.656
H 7.241 -1.372 -3.580
H 6.920 -1.081 -1.858
H 6.195 -0.018 -4.807
H 4.471 -0.007 -4.763
H 6.287 1.549 -2.921
H 5.757 2.252 -4.404
H 4.206 1.680 -1.838
H 4.380 3.141 -2.726
H 2.880 1.155 -4.331
H 2.496 2.825 -3.954
H 2.085 0.413 -2.188
H 1.843 2.117 -1.699
H -0.331 1.463 -2.381
H 0.378 2.429 -3.649
H -2.780 -0.941 -4.328
H -0.874 -1.516 -1.895
F -8.258 0.023 -1.584
C -7.022 -0.475 -1.813
C -6.817 -1.279 -2.915
C -5.545 -1.784 -3.148
C -4.506 -1.487 -2.277
C -4.735 -0.680 -1.174
C -6.001 -0.163 -0.938
H -7.643 -1.503 -3.577
H -5.365 -2.410 -4.012
H -3.514 -1.879 -2.457
H -3.924 -0.452 -0.497
H -6.198 0.476 -0.087
F 3.448 -4.544 -9.949
C 2.710 -4.221 -8.854
C 2.772 -5.033 -7.741
C 2.019 -4.695 -6.623
C 1.212 -3.565 -6.632
C 1.165 -2.766 -7.766
C 1.921 -3.090 -8.885
H 3.401 -5.914 -7.754
H 2.062 -5.318 -5.739
H 0.623 -3.301 -5.759
H 0.537 -1.886 -7.774
H 1.903 -2.473 -9.775
F -0.751 -1.217 0.725
C -1.479 -0.922 1.812
C -1.383 -1.736 2.924
C -2.132 -1.425 4.049
C -2.967 -0.317 4.046
C -3.053 0.488 2.918
C -2.301 0.188 1.791
H -0.730 -2.598 2.902
H -2.062 -2.049 4.930
H -3.552 -0.079 4.925
H -3.706 1.350 2.915
H -2.345 0.806 0.903
F -1.364 2.727 5.561
C -0.127 2.233 5.323
C 0.079 1.434 4.218
C 1.348 0.932 3.975
C 2.392 1.226 4.842
C 2.165 2.027 5.951
C 0.899 2.540 6.196
H -0.746 1.209 3.557
H 1.521 0.311 3.107
H 3.381 0.830 4.651
H 2.976 2.254 6.631
H 0.709 3.171 7.052
F -0.559 4.203 8.703
C -1.390 3.394 9.392
C -1.858 2.241 8.795
C -2.710 1.415 9.511
C -3.088 1.752 10.804
C -2.608 2.918 11.384
C -1.748 3.746 10.678
H -1.561 1.997 7.786
H -3.081 0.505 9.058
H -3.756 1.107 11.358
H -2.904 3.185 12.390
H -1.357 4.656 11.114
*
```

## Properties
- E_LUMO (eV) = 1.91